A cluster of 7 separate species, C42H71BN9O2 in total. Source: the OMol25 dataset; level of theory: the ωB97M-V functional and the def2-TZVPD basis.

XYZ file:
```
125
Properties=species:S:1:pos:R:3:forces:R:3
C 1.1603 2.1413 -6.0571 0.614 0.079 0.604
C 2.4565 1.4149 -5.6761 -0.958 -0.325 -0.669
C 2.3995 -0.0450 -6.1848 0.193 0.234 0.755
C 2.5010 -1.1175 -5.0952 0.001 0.197 -0.667
C 3.7712 -1.0295 -4.2696 -0.561 -0.180 0.382
C 3.7925 -2.0227 -3.0914 0.604 0.834 0.240
C 4.1226 -1.2982 -1.7758 -0.101 -0.560 -0.525
C 4.3715 -2.2551 -0.6196 0.005 1.217 0.308
C 4.9143 -1.5531 0.6370 -0.538 -0.495 0.188
C 4.0310 -0.4257 1.1851 0.511 0.070 -0.115
C 4.4383 0.9835 0.7806 -0.573 0.332 0.135
C 3.4513 2.0396 1.3557 0.800 -0.290 -0.795
C 2.9943 3.0966 0.3276 -0.436 -0.471 0.422
C 1.5315 2.8397 -0.0625 0.410 0.481 -0.181
C 1.4705 1.6795 -1.0520 -0.166 0.764 1.097
N 0.3409 1.7454 -2.0385 0.833 -1.372 -0.502
C -0.7534 1.1129 -1.5952 0.305 0.468 0.126
N -1.3910 1.5631 -0.4485 -0.617 -0.024 0.430
N -1.2391 0.0667 -2.1673 -0.643 -0.530 -0.484
B -2.5266 -0.5641 -1.6339 0.167 0.554 0.286
O -3.6854 0.1394 -1.7852 0.172 0.238 0.301
O -2.3678 -1.7396 -1.0488 -0.242 -0.551 -0.770
C -3.4913 -2.6625 -1.1084 -0.068 -1.069 0.731
C -3.9031 -3.0355 0.3071 0.686 0.497 -0.193
H 1.1901 3.1612 -5.6891 -0.044 0.343 -0.200
H 1.0182 2.1217 -7.1289 -0.234 0.090 -0.191
H 0.3214 1.6713 -5.5510 -0.344 -0.246 -0.155
H 3.2914 1.9189 -6.1403 0.341 0.262 0.174
H 2.5409 1.4800 -4.5964 0.377 -0.101 0.302
H 1.4605 -0.1585 -6.7150 -0.125 -0.242 -0.250
H 3.2079 -0.2156 -6.8852 0.131 -0.040 -0.284
H 1.6014 -1.0803 -4.4632 0.073 0.050 0.224
H 2.4709 -2.0773 -5.6042 -0.129 -0.327 0.074
H 4.6398 -1.1754 -4.9019 0.140 -0.024 -0.228
H 3.8452 -0.0148 -3.8830 0.144 0.156 0.138
H 4.5825 -2.7505 -3.2428 -0.086 -0.398 -0.149
H 2.8376 -2.5322 -2.9972 -0.115 -0.252 -0.035
H 3.2898 -0.6356 -1.5576 -0.200 0.302 0.228
H 4.9899 -0.6632 -1.9518 0.204 0.061 0.071
H 3.4215 -2.7115 -0.3440 -0.038 -0.409 -0.088
H 5.0889 -3.0029 -0.9350 -0.012 -0.384 -0.023
H 5.9356 -1.2250 0.4716 0.197 0.180 -0.004
H 4.9361 -2.3183 1.4092 0.323 -0.143 0.146
H 2.9980 -0.6289 0.8960 -0.248 0.072 -0.048
H 4.0440 -0.4318 2.2717 -0.072 -0.237 0.243
H 5.4423 1.1942 1.1385 0.197 -0.065 -0.033
H 4.4615 1.0820 -0.2984 0.109 -0.057 -0.352
H 2.5998 1.4686 1.7130 -0.310 0.166 0.320
H 3.9162 2.5417 2.1911 -0.018 0.011 0.391
H 3.1122 4.0932 0.7346 -0.089 0.207 0.030
H 3.5985 3.0302 -0.5720 0.256 0.191 -0.105
H 1.0122 2.6171 0.8645 -0.365 -0.056 0.093
H 1.0767 3.7328 -0.4836 -0.031 0.088 -0.253
H 1.4181 0.7520 -0.4799 -0.001 -0.312 -0.168
H 2.4077 1.6551 -1.5845 0.014 -0.012 -0.613
H 0.6510 1.2131 -2.8520 0.203 0.690 -0.358
H -1.6112 2.5505 -0.5487 0.262 0.052 0.244
H -0.8355 1.3886 0.3843 -0.006 0.131 0.008
H -0.7578 -0.3095 -2.9799 0.048 -0.122 0.181
H -3.9043 0.5414 -0.9265 -0.450 -0.048 -0.435
H -4.3075 -2.3166 -1.7318 -0.016 0.582 0.039
H -3.1055 -3.5554 -1.5833 0.185 -0.067 -0.296
H -3.7970 -2.1573 0.9361 -0.396 0.204 0.191
H -4.8994 -3.4489 0.3806 -0.174 -0.092 -0.039
H -3.1696 -3.7376 0.6819 -0.046 -0.343 0.214
N -3.7728 2.5992 1.7938 -0.023 0.043 -0.082
C -4.9794 1.9487 1.8666 0.054 -0.032 -0.057
C -5.8709 2.7897 2.4729 -0.031 -0.013 -0.031
C -5.1804 3.9943 2.7763 0.004 0.019 -0.031
C -3.8913 3.8488 2.3438 0.035 0.021 -0.013
H -2.9349 2.2180 1.4011 -0.022 -0.063 0.079
H -5.0970 0.9474 1.4851 -0.024 -0.026 0.078
H -6.9043 2.5678 2.6790 0.003 0.005 0.006
H -5.5864 4.8674 3.2582 0.000 -0.012 0.014
H -3.0509 4.5214 2.3831 -0.001 -0.009 0.094
N 0.7382 -2.1536 3.2235 0.048 0.087 -0.032
C 0.6311 -1.2912 4.2836 -0.021 0.024 -0.059
C 1.7053 -1.5026 5.1047 0.025 0.038 0.002
C 2.4917 -2.5314 4.5168 0.020 0.063 0.024
C 1.8709 -2.9096 3.3583 -0.016 -0.056 -0.120
H 0.0854 -2.2232 2.4648 -0.003 -0.065 0.057
H -0.1967 -0.6068 4.3623 -0.008 -0.022 0.055
H 1.9052 -0.9791 6.0250 -0.011 0.006 -0.003
H 3.4093 -2.9470 4.8989 0.009 -0.040 -0.070
H 2.1344 -3.6485 2.6203 0.013 -0.027 0.040
N -8.1428 -2.9145 -0.7742 0.021 -0.025 -0.018
C -7.7801 -4.1839 -1.1453 0.063 0.066 0.044
C -8.8843 -4.9840 -1.0354 0.031 -0.033 -0.016
C -9.9561 -4.1678 -0.5849 -0.022 0.020 0.005
C -9.4692 -2.8980 -0.4351 0.021 0.034 0.029
H -7.5330 -2.1187 -0.7539 -0.056 0.001 -0.024
H -6.7723 -4.4065 -1.4540 -0.019 -0.031 -0.023
H -8.9218 -6.0378 -1.2546 -0.004 0.004 -0.003
H -10.9691 -4.4788 -0.3939 0.003 -0.001 -0.005
H -9.9491 -1.9881 -0.1178 -0.017 -0.015 0.004
N -2.9115 -1.3262 -4.9284 0.152 -0.040 0.029
C -1.7040 -1.8120 -5.3708 -0.070 0.073 0.114
C -1.9098 -2.3915 -6.5914 0.060 0.000 -0.026
C -3.2893 -2.2488 -6.9013 -0.011 0.008 0.011
C -3.8806 -1.5876 -5.8604 -0.024 -0.023 0.029
H -3.0636 -0.8510 -4.0604 -0.235 0.143 -0.124
H -0.8059 -1.7061 -4.7825 0.045 -0.084 -0.044
H -1.1565 -2.8656 -7.1978 -0.004 0.002 -0.004
H -3.7895 -2.5934 -7.7902 0.007 0.001 -0.001
H -4.9004 -1.2818 -5.7016 0.002 -0.005 -0.016
N -2.1028 7.3260 3.3214 0.014 -0.026 -0.018
C -2.2051 8.0460 4.4800 -0.043 -0.020 -0.014
C -1.1790 7.6678 5.3031 -0.015 0.031 0.015
C -0.4233 6.6830 4.6137 0.029 -0.052 -0.017
C -1.0158 6.4949 3.3941 -0.078 -0.030 -0.049
H -2.7284 7.3980 2.5398 0.027 0.049 0.021
H -2.9965 8.7624 4.6183 0.009 0.001 0.020
H -0.9894 8.0548 6.2899 0.004 0.002 -0.005
H 0.4550 6.1730 4.9728 0.001 0.011 0.004
H -0.7589 5.8447 2.5744 0.039 0.025 -0.003
N 5.1930 -2.7237 7.2052 -0.006 0.028 0.009
C 5.6501 -3.1998 8.4040 -0.031 -0.025 -0.015
C 7.0082 -3.0323 8.4312 -0.005 -0.001 0.027
C 7.3857 -2.4271 7.2021 0.015 0.018 -0.021
C 6.2442 -2.2471 6.4686 -0.051 -0.014 -0.050
H 4.2334 -2.7229 6.9123 0.012 0.011 0.064
H 4.9725 -3.6155 9.1298 0.019 -0.009 0.006
H 7.6599 -3.3112 9.2419 -0.001 0.004 -0.002
H 8.3812 -2.1550 6.8938 -0.002 0.000 0.005
H 6.0890 -1.8236 5.4906 0.018 0.001 0.002
```
Positions in Å, forces in eV/Å.

## Properties
- electronic energy (Ha) = -2310.90581
- Kohn-Sham gap (Eh) = 0.2184
- max |F| (eV Å⁻¹) = 1.68
- lowest unoccupied orbital energy (Eh) = -0.131
- total charge = +1